Entry 1:
Below is C37H48Cl3N7ORuSSi3Te as an isolated structure, with properties calculated with ωB97M-V/def2-TZVPD.

Values from the calculation:
Electronic energy: -4907.5733 Eh
Net charge: +1
Multiplicity: 2
Energy above the lowest of the compared OMol25 structures with the same formula, charge and spin: 0.0 kJ/mol
LUMO level (alpha / beta): -0.117 / -0.150 Eh
⟨S²⟩: 0.759
Strongest force on any atom: 0.99 eV/Å

Geometry as XYZ:
```
102
C37H48Cl3N7ORuSSi3Te ωB97M-V/def2-TZVPD
Ru 0.659 -0.264 -0.646
C 3.290 -3.371 -2.075
C 2.600 -4.562 -1.867
C 1.413 -4.522 -1.180
C 0.904 -3.304 -0.706
N 1.536 -2.144 -0.992
C 2.716 -2.203 -1.640
N -0.215 -3.410 0.089
C -0.799 -2.462 0.716
N -0.491 -1.113 0.730
C -1.438 -0.437 1.468
N -1.571 0.826 1.640
C -0.849 1.831 1.038
C -1.137 3.125 1.500
C -0.484 4.215 0.987
C 0.483 4.014 0.004
C 0.716 2.734 -0.424
N 0.061 1.649 0.054
C -2.361 -1.426 2.055
C -3.446 -1.276 2.896
C -4.160 -2.421 3.228
C -3.791 -3.670 2.727
C -2.689 -3.813 1.891
C -1.983 -2.670 1.573
H 4.238 -3.345 -2.593
H 2.996 -5.500 -2.232
H 0.837 -5.409 -0.963
H 3.199 -1.254 -1.832
H -1.892 3.212 2.267
H -0.722 5.213 1.328
H 1.031 4.837 -0.431
H 1.449 2.540 -1.198
H -3.717 -0.300 3.276
H -5.018 -2.349 3.883
H -4.375 -4.539 3.000
H -2.390 -4.777 1.501
Cl -0.075 1.858 -3.825
Si 1.054 0.344 -2.953
Cl 0.860 -1.275 -4.220
Cl 2.983 1.063 -3.382
C -5.151 -3.347 -1.069
C -4.938 -1.846 -0.916
C -4.674 -1.192 -2.272
N -4.156 0.170 -2.150
C -2.885 0.458 -1.918
S -1.751 -0.799 -1.797
N -2.508 1.753 -1.736
C -3.177 2.975 -1.927
O -2.732 3.957 -1.389
C -4.348 3.010 -2.845
C -5.500 3.687 -2.462
C -6.560 3.795 -3.349
C -6.453 3.258 -4.625
C -5.293 2.601 -5.015
C -4.241 2.466 -4.124
H -5.384 -3.805 -0.109
H -4.247 -3.822 -1.458
H -5.971 -3.565 -1.755
H -4.081 -1.665 -0.263
H -5.812 -1.383 -0.451
H -5.588 -1.138 -2.862
H -3.947 -1.781 -2.832
H -4.821 0.929 -2.159
H -1.565 1.866 -1.392
H -5.558 4.125 -1.474
H -7.462 4.311 -3.050
H -7.273 3.362 -5.323
H -5.204 2.199 -6.015
H -3.332 1.956 -4.421
C 6.119 1.835 2.110
Si 5.768 2.059 0.286
C 4.803 3.639 0.028
C 7.331 1.998 -0.726
C 4.659 0.652 -0.343
Te 2.933 0.447 0.882
C 3.721 -1.201 1.977
Si 3.040 -1.357 3.752
C 1.226 -1.765 3.615
C 3.252 0.272 4.643
C 4.026 -2.726 4.543
H 6.684 2.691 2.486
H 6.711 0.940 2.314
H 5.194 1.775 2.690
H 5.355 4.504 0.402
H 3.850 3.601 0.565
H 4.593 3.811 -1.030
H 8.013 2.802 -0.442
H 7.116 2.106 -1.791
H 7.858 1.052 -0.583
H 5.170 -0.313 -0.346
H 4.335 0.877 -1.355
H 4.797 -1.019 1.993
H 3.536 -2.115 1.407
H 0.682 -0.936 3.159
H 0.783 -1.946 4.597
H 1.057 -2.657 3.005
H 2.828 1.099 4.070
H 4.304 0.497 4.830
H 2.743 0.246 5.608
H 3.959 -3.643 3.954
H 3.665 -2.948 5.549
H 5.081 -2.455 4.621
```

Atomic partial charges in e from the Mulliken method, atoms 1 to 99: 0.4694, -1.2115, -0.7094, -0.5988, -0.2475, 1.5194, -0.3928, -0.4445, -0.7781, 1.3052, -0.7749, -0.3194, -0.6133, -0.4940, -0.8226, -1.0465, -0.7824, 1.9921, 0.2156, -0.4906, -0.7295, -0.7823, -0.3263, 0.7418, 0.5407, 0.4319, 0.5754, 0.3535, 0.6093, 0.4732, 0.5789, 0.3474, 0.5657, 0.4753, 0.4826, 0.5413, -0.2516, 0.8720, -0.3378, -0.3260, -1.4563, 1.1456, -1.7301, 0.2193, 0.5270, -0.5023, 0.8594, 0.5938, -0.5213, -0.6197, -0.1033, -0.7067, -0.4182, -0.8077, 0.3236, 0.3555, 0.3052, 0.4074, -0.5875, 0.3642, 0.5538, 0.4604, 0.1898, -1.0550, 0.4654, 0.4093, 0.4096, 0.4473, 0.3884, -0.8726, 0.1956, -0.9457, -1.0743, -0.2582, -0.0285, -0.7739, 0.0273, -0.3977, -1.0488, -1.1049, 0.4410, 0.3245, 0.1249, 0.4291, 0.2084, 0.3186, 0.3404, 0.3308, 0.3244, 0.6382, -0.2790, 0.5731, 0.4318, -0.2018, 0.5397, 0.1765, 0.3233, 0.3087, 0.4051

***

Entry 2:
Below is a 2-piece molecular cluster, C5H7FS2 overall at a distorted geometry, with properties calculated with ωB97M-V/def2-TZVPD.

Values from the calculation:
Electronic energy: -1090.8266 Eh
Net charge: 0
SMILES: SC1=C[C@H]1S.C=CF
Energy above the lowest of the compared OMol25 structures with the same formula, charge and spin: 295.2 kJ/mol
LUMO level: 0.029 Eh
Strongest force on any atom: 1.58 eV/Å

Geometry as XYZ:
```
15
C5H7FS2 ωB97M-V/def2-TZVPD
S 1.632 2.319 -0.208
C 1.612 0.723 0.398
C 0.985 -0.322 0.887
C 2.437 -0.494 0.594
S 2.961 -1.440 -0.893
H 0.302 2.464 -0.240
H 0.079 -0.802 1.158
H 3.182 -0.571 1.378
H 3.968 -2.083 -0.311
C -3.301 0.075 0.080
C -2.498 -0.086 -0.949
F -1.738 0.927 -1.401
H -3.387 1.024 0.578
H -3.899 -0.740 0.442
H -2.335 -0.994 -1.513
```

Partial charges, Mulliken, in e: -0.2080, -0.1800, -0.1314, -0.1592, -0.2520, 0.1130, 0.3720, 0.3304, 0.1062, -0.6285, 0.0178, -0.2287, 0.2541, 0.2514, 0.3429

***

Entry 3:
Below is a 2-piece molecular cluster, H8N2Si2 overall at a distorted geometry, with properties calculated with ωB97M-V/def2-TZVPD.

Values from the calculation:
Electronic energy: -693.2506 Eh
Net charge: 0
Energy above the lowest of the compared OMol25 structures with the same formula, charge and spin: 214.0 kJ/mol
LUMO level: 0.038 Eh
Strongest force on any atom: 3.90 eV/Å

Geometry as XYZ:
```
12
H8N2Si2 ωB97M-V/def2-TZVPD
N 1.497 1.515 0.103
N 1.799 -1.164 0.205
Si -2.412 -0.198 -0.206
Si 1.246 0.084 -0.878
H 1.289 2.536 -0.291
H 2.198 1.582 0.791
H 1.793 -2.172 -0.063
H 1.916 -1.051 1.212
H -2.192 1.135 -0.612
H -2.408 -0.262 1.144
H -3.485 -0.729 -1.000
H -1.240 -1.275 -0.405
```

Partial charges, Mulliken, in e: -0.4638, -0.4185, 0.4868, -0.0671, 0.2428, 0.2321, 0.2228, 0.2368, -0.1139, -0.1213, -0.1250, -0.1117

***

Entry 4:
Below is the molecule C3H5ClOS at a distorted geometry, with properties calculated with ωB97M-V/def2-TZVPD.

Values from the calculation:
Electronic energy: -1050.8589 Eh
Net charge: 0
Energy above the lowest of the compared OMol25 structures with the same formula, charge and spin: 175.1 kJ/mol
LUMO level: -0.003 Eh
Strongest force on any atom: 2.69 eV/Å

Geometry as XYZ:
```
11
C3H5ClOS ωB97M-V/def2-TZVPD
C 0.419 0.395 -0.991
C 0.297 0.371 0.331
C -0.320 -0.714 1.060
O 2.089 -2.427 1.211
S 1.299 -1.756 2.209
Cl 0.000 -3.163 3.031
H 0.868 1.224 -1.509
H 0.048 -0.409 -1.602
H 0.670 1.196 0.927
H -0.928 -0.432 1.909
H -0.733 -1.516 0.464
```

Partial charges, Mulliken, in e: -0.7661, 0.2173, -0.9423, -0.4319, 0.5197, -0.2046, 0.2610, 0.2287, 0.2942, 0.4230, 0.4010

***

Entry 5:
Below is a 4-piece molecular cluster, C19H40NO7S3 overall at a distorted geometry, with properties calculated with ωB97M-V/def2-TZVPD.

Values from the calculation:
Electronic energy: -2523.6244 Eh
Net charge: +1
LUMO level: -0.093 Eh
Strongest force on any atom: 4.57 eV/Å

Geometry as XYZ:
```
70
C19H40NO7S3 ωB97M-V/def2-TZVPD
O 1.561 -0.706 -1.316
C 1.865 -1.077 -2.658
C 0.968 -2.280 -3.196
C -0.049 -2.817 -2.103
C -1.254 -1.825 -2.013
C -2.220 -1.866 -0.771
C -3.256 -0.744 -1.262
N -3.364 -1.021 -2.749
C -2.357 -2.073 -3.146
H 1.191 0.191 -1.313
H 2.925 -1.446 -2.669
H 1.781 -0.225 -3.386
H 1.625 -3.137 -3.472
H 0.432 -1.911 -4.109
H 0.454 -3.025 -1.136
H -0.457 -3.775 -2.528
H -0.870 -0.778 -2.081
H -1.841 -1.602 0.240
H -2.905 -2.757 -0.713
H -2.633 0.182 -1.237
H -4.198 -0.615 -0.677
H -4.335 -1.300 -2.949
H -3.109 -0.158 -3.236
H -1.943 -2.022 -4.175
H -2.795 -3.079 -2.925
C 5.371 -0.237 2.317
C 5.893 0.901 1.435
C 4.952 1.019 0.234
S 3.353 0.434 0.790
O 3.029 -0.772 0.069
O 2.431 1.551 0.869
C 3.869 -0.009 2.442
H 5.856 -0.247 3.294
H 5.565 -1.198 1.833
H 5.882 1.832 2.002
H 6.920 0.725 1.114
H 4.863 2.048 -0.106
H 5.275 0.382 -0.591
H 3.327 -0.893 2.775
H 3.651 0.836 3.097
C 2.637 6.115 1.233
C 3.867 6.992 1.485
C 4.904 6.130 2.211
S 4.593 4.439 1.702
O 4.153 3.686 2.852
O 5.674 3.990 0.856
C 3.173 4.797 0.682
H 1.940 6.584 0.538
H 2.109 5.940 2.174
H 4.274 7.331 0.528
H 3.618 7.880 2.066
H 5.921 6.406 1.937
H 4.783 6.183 3.292
H 2.456 3.980 0.747
H 3.521 4.913 -0.345
C -8.131 -3.610 1.079
C -7.114 -4.735 0.868
C -5.942 -4.152 0.073
S -5.887 -2.405 0.475
O -6.192 -1.645 -0.722
O -4.714 -2.134 1.272
C -7.322 -2.400 1.535
H -8.890 -3.882 1.812
H -8.638 -3.387 0.136
H -6.759 -5.092 1.838
H -7.556 -5.586 0.349
H -4.996 -4.615 0.350
H -6.101 -4.245 -1.002
H -7.858 -1.459 1.427
H -6.977 -2.521 2.562
```

Partial charges, Mulliken, in e: -0.3475, -0.4923, -0.6020, -0.7509, 0.3947, -0.4615, -0.7921, -0.0013, -0.8837, 0.2241, 0.2437, 0.2882, 0.4080, 0.2302, 0.3393, 0.3969, 0.0607, 0.4696, 0.0937, 0.2971, 0.3978, 0.3604, 0.3869, 0.3580, 0.3634, -0.6584, -0.3327, -0.7752, 1.1861, -0.6233, -0.6862, -0.7396, 0.3832, 0.2796, 0.0367, 0.3973, 0.3709, 0.4476, 0.4447, 0.3398, -0.6898, -0.6021, -0.8315, 1.3293, -0.6714, -0.7278, -0.5876, 0.3721, 0.3157, 0.2975, 0.3294, 0.3403, 0.3737, 0.3075, 0.3892, -0.5695, -0.7405, -0.6394, 1.3137, -0.7107, -0.6815, -0.8307, 0.3628, 0.2866, 0.3166, 0.3494, 0.3865, 0.3832, 0.4059, 0.3712

***

Entry 6:
Below is C3H2LiO3Rh as an isolated structure at a distorted geometry, with properties calculated with ωB97M-V/def2-TZVPD.

Values from the calculation:
Electronic energy: -458.4405 Eh
Net charge: +2
Multiplicity: 5
Energy above the lowest of the compared OMol25 structures with the same formula, charge and spin: 67.5 kJ/mol
LUMO level (alpha / beta): -0.340 / -0.430 Eh
⟨S²⟩: 6.015
Strongest force on any atom: 6.11 eV/Å

Geometry as XYZ:
```
10
C3H2LiO3Rh ωB97M-V/def2-TZVPD
C 1.903 -0.446 0.279
C 0.899 -0.729 -0.519
O 0.419 -1.467 -1.355
Rh -1.363 -1.988 -1.789
H 2.371 0.526 0.267
H 2.207 -1.127 1.057
O -0.531 1.976 1.197
C -0.779 1.029 0.589
Li -3.283 1.847 0.117
O -1.843 0.379 0.158
```

Partial charges, Mulliken, in e: -0.4984, 0.5329, -0.4935, 1.0248, 0.3992, 0.3332, -0.2272, 0.6588, 0.9434, -0.6734

***

Entry 7:
Below is a 2-piece molecular cluster, C3H10O3 overall at a distorted geometry, with properties calculated with ωB97M-V/def2-TZVPD.

Values from the calculation:
Electronic energy: -345.9613 Eh
Net charge: 0
SMILES: COCOC.O
Energy above the lowest of the compared OMol25 structures with the same formula, charge and spin: 139.7 kJ/mol
LUMO level: 0.031 Eh
Strongest force on any atom: 2.11 eV/Å

Geometry as XYZ:
```
16
C3H10O3 ωB97M-V/def2-TZVPD
C 0.000 0.000 0.000
O -0.536 -0.898 0.929
C -1.669 -0.503 1.649
O -1.274 0.558 2.402
C -1.471 0.473 3.807
H 0.520 0.816 0.530
H -0.790 0.439 -0.633
H 0.726 -0.516 -0.651
H -2.571 -0.260 1.055
H -1.931 -1.333 2.334
H -2.450 0.100 4.153
H -1.367 1.526 4.118
H -0.677 -0.118 4.295
O 3.536 3.803 0.494
H 4.478 4.043 0.646
H 3.539 3.318 -0.362
```

Partial charges, Mulliken, in e: -0.5894, -0.3681, -0.2219, -0.3154, -0.7276, 0.2277, 0.2929, 0.2265, 0.2868, 0.3248, 0.3306, 0.2227, 0.3102, -0.6455, 0.3217, 0.3240

***

Entry 8:
Below is the molecule C3H4NO2P at a distorted geometry, with properties calculated with ωB97M-V/def2-TZVPD.

Values from the calculation:
Electronic energy: -663.2126 Eh
Net charge: 0
SMILES: O=c1cc(P)[nH]o1
Energy above the lowest of the compared OMol25 structures with the same formula, charge and spin: 131.5 kJ/mol
LUMO level: 0.015 Eh
Strongest force on any atom: 2.65 eV/Å

Geometry as XYZ:
```
11
C3H4NO2P ωB97M-V/def2-TZVPD
O 0.997 -2.915 -0.304
C 0.757 -1.714 -0.274
C -0.177 -0.938 0.598
C -0.115 0.369 0.289
P -0.835 2.008 0.640
N 0.838 0.502 -0.798
O 1.429 -0.763 -0.961
H -0.957 -1.602 1.104
H -2.122 1.692 1.237
H -1.377 2.096 -0.698
H 1.561 1.265 -0.834
```

Partial charges, Mulliken, in e: -0.5863, 0.6239, -0.3608, 0.1875, -0.1897, -0.1803, -0.2309, 0.2899, 0.0758, 0.0897, 0.2812